[1]
ORCA calculation (the ωB97M-V functional and the def2-TZVPD basis) on 3 unconnected molecules or ions with the total composition C12H32N2O5 in a non-equilibrium geometry.

```
51
Properties=species:S:1:pos:R:3:mulliken_charge:R:1
C -3.718 4.348 3.257 -0.763
O -4.553 3.486 2.510 -0.299
C -4.244 2.113 2.771 -0.553
C -4.880 1.230 1.604 -0.772
N -6.280 1.440 1.561 -0.279
C -6.969 0.657 0.566 -0.785
C -8.463 0.979 0.605 -0.551
O -8.815 2.293 0.197 -0.300
C -10.183 2.581 -0.097 -0.694
H -3.682 3.969 4.278 0.302
H -4.017 5.386 3.405 0.262
H -2.718 4.359 2.824 0.290
H -4.594 1.750 3.737 0.316
H -3.164 1.976 2.826 0.442
H -4.554 0.208 1.799 0.386
H -4.455 1.384 0.613 0.407
H -6.486 2.393 1.298 0.245
H -6.765 -0.393 0.774 0.409
H -6.616 0.787 -0.457 0.374
H -8.909 0.660 1.547 0.345
H -8.893 0.268 -0.101 0.409
H -10.403 2.001 -0.993 0.294
H -10.271 3.637 -0.351 0.232
H -10.847 2.287 0.716 0.284
C 9.111 -1.577 -0.769 -0.601
O 8.876 -1.378 -2.170 -0.375
C 8.395 -2.491 -2.878 -0.722
C 7.005 -2.967 -2.509 -0.360
N 6.022 -1.877 -2.804 -0.360
C 4.650 -2.348 -2.605 -0.904
C 4.404 -2.550 -1.114 -0.334
O 4.597 -1.376 -0.379 -0.353
C 4.394 -1.594 1.079 -0.861
H 9.694 -2.484 -0.606 0.312
H 8.196 -1.622 -0.179 0.170
H 9.572 -0.679 -0.358 0.255
H 9.070 -3.313 -2.640 0.411
H 8.473 -2.319 -3.952 0.358
H 6.995 -3.318 -1.477 0.238
H 6.783 -3.789 -3.189 0.350
H 6.215 -1.106 -2.181 0.306
H 4.390 -3.232 -3.188 0.365
H 3.924 -1.633 -2.991 0.388
H 5.022 -3.378 -0.766 0.344
H 3.353 -2.839 -1.077 0.394
H 4.719 -2.572 1.436 0.324
H 3.382 -1.538 1.479 0.334
H 4.934 -0.924 1.749 0.318
O 0.456 0.935 -1.147 -0.635
H 1.037 0.356 -0.653 0.317
H 0.811 1.812 -1.000 0.318
```

LUMO energy = 0.6 eV
relative energy (zero: lowest compared OMol25 entry of this formula, charge and spin) = 98.55 kJ/mol
highest occupied orbital energy = -0.3178 Ha
molar mass = 284.40 g/mol

***

[2]
ORCA calculation (the ωB97M-V functional and the def2-TZVPD basis) on a molecular structure, C6H10O6Pt in a non-equilibrium geometry.

```
23
Properties=species:S:1:pos:R:3:mulliken_spin:R:1
O -2.538 0.384 -0.961 0.021
C -2.420 0.760 0.213 -0.039
O -1.348 0.579 0.963 0.056
C -0.837 -0.772 1.116 0.010
C 0.531 -0.699 1.760 0.010
C 1.579 0.204 1.094 0.014
C 1.466 0.418 -0.401 -0.019
O 1.429 -0.852 -1.069 0.001
C 1.025 -0.852 -2.327 0.001
O 0.809 0.124 -3.004 0.000
O 0.906 -2.110 -2.734 0.000
H -0.828 -1.213 0.114 0.002
H -1.539 -1.301 1.770 0.004
H 0.887 -1.739 1.774 0.000
H 0.412 -0.379 2.805 -0.004
H 2.578 -0.188 1.331 0.001
H 1.543 1.208 1.541 -0.003
H 2.333 0.982 -0.769 -0.003
H 0.559 0.976 -0.668 0.009
H 0.659 -2.121 -3.667 0.000
Pt -1.735 2.573 1.884 2.911
O -2.631 2.069 0.217 -0.009
H -2.841 1.951 -0.985 0.036
```

LUMO energy (spin up / spin down) = -5.7 / -7.9 eV
highest occupied orbital energy (spin up / spin down) = -0.4755 / -0.5075 Ha
2S+1 = 4
⟨S²⟩ = 3.7544
molar mass = 373.22 g/mol
net charge = +1

***

[3]
ORCA calculation (the ωB97M-V functional and the def2-TZVPD basis) on a molecular structure, C11H10BrF3GaO3S in a non-equilibrium geometry.

```
30
Properties=species:S:1:pos:R:3:mulliken_charge:R:1
C 1.965 1.132 -1.428 -0.321
C 0.801 1.849 -1.740 -1.084
C 0.320 2.496 -0.506 0.339
H 0.305 1.947 -2.703 0.470
C 1.174 1.968 0.558 -0.802
C 2.192 1.208 -0.028 -0.401
H 3.066 0.785 0.477 0.415
H 2.626 0.636 -2.143 0.440
H -0.253 3.420 -0.454 0.631
H 1.025 2.211 1.610 0.362
Ga -1.311 1.315 -0.409 0.459
Br -2.185 -0.020 -1.975 -0.223
C 0.045 -2.836 -0.560 -0.434
C 1.296 -2.568 0.101 -0.680
C 2.256 -2.275 -0.903 -0.662
H 1.451 -2.559 1.166 0.409
C 1.606 -2.360 -2.183 -0.383
C 0.266 -2.797 -1.971 -0.862
H -0.469 -2.978 -2.758 0.443
H -0.926 -2.977 -0.079 0.467
H 3.304 -2.000 -0.744 0.473
H 2.126 -2.279 -3.150 0.388
F -3.969 1.395 3.632 -0.213
C -2.881 1.590 2.863 0.640
F -3.204 2.513 1.906 -0.236
F -1.890 2.087 3.649 -0.226
S -2.335 -0.034 2.093 1.044
O -1.917 -0.865 3.183 -0.598
O -3.417 -0.399 1.207 -0.605
O -1.067 0.393 1.291 -0.250
```

LUMO energy (spin up / spin down) = 1.1 / 1.1 eV
highest occupied orbital energy (spin up / spin down) = -0.0926 / -0.0926 Ha
molar mass = 428.89 g/mol
net charge = -1